--- i ---
{
  "formula": "C4H8N2O3S",
  "method": "ωB97M-V with the def2-TZVPD basis set",
  "orbital_gap_ev": 9.29,
  "e_homo_ev": -9.1,
  "symbols": ["C", "C", "C", "C", "N", "N", "O", "O", "O", "S", "H", "H", "H", "H", "H", "H", "H", "H"],
  "xyz": [[-1.357, -0.861, -1.562], [1.446, 0.754, -0.854], [1.857, -0.614, -1.358], [0.557, -0.389, -0.598], [-1.375, -2.136, -1.316], [-1.277, -0.600, 1.358], [-2.080, -0.023, -1.819], [0.170, -2.486, 0.923], [1.086, -0.477, 2.148], [0.360, -1.070, 1.064], [2.013, 1.032, 0.078], [1.277, 1.609, -1.486], [1.619, -0.822, -2.496], [2.481, -1.430, -0.938], [-0.629, -2.568, -0.791], [-2.189, -2.549, -1.728], [-2.003, -0.762, 0.657], [-1.305, 0.395, 1.663]]
}

=====

--- ii ---
{
  "formula": "C4H8N2O3S",
  "method": "ωB97M-V with the def2-TZVPD basis set",
  "orbital_gap_ev": 9.77,
  "e_homo_ev": -10.0,
  "symbols": ["C", "C", "C", "C", "N", "N", "O", "O", "O", "S", "H", "H", "H", "H", "H", "H", "H", "H"],
  "xyz": [[0.338, -1.125, 0.559], [-0.722, 2.523, 0.765], [-0.662, 0.055, 0.151], [0.161, 1.351, 0.189], [1.596, -2.000, -1.042], [1.515, -1.168, -0.151], [2.449, -2.063, -1.887], [-0.843, -2.308, -2.097], [-0.340, -2.363, 0.409], [-0.113, -3.029, -1.066], [0.659, -0.985, 1.642], [-1.735, 2.011, 1.062], [-0.913, 3.046, -0.171], [-0.323, 3.226, 1.493], [-0.997, -0.255, -0.926], [-1.545, 0.236, 0.812], [0.894, 1.213, 1.055], [0.580, 1.635, -0.796]]
}

=====

Referenced to the most stable arrangement, the calculated values in hartree are i 0.0000; ii 0.0315.

=====

--- i ---
{
  "formula": "C3H16NO3S",
  "method": "ωB97M-V with the def2-TZVPD basis set",
  "charge": 1,
  "orbital_gap_ev": 9.62,
  "e_homo_ev": -12.5,
  "symbols": ["C", "C", "C", "S", "N", "H", "H", "H", "H", "H", "H", "H", "H", "H", "H", "H", "H", "O", "H", "H", "O", "H", "H", "O"],
  "xyz": [[-0.898, -1.466, 1.274], [-0.609, -0.179, 0.504], [-1.438, 0.891, 1.167], [-1.846, 2.247, 0.008], [0.923, 0.276, 0.546], [-1.971, -1.752, 1.327], [-0.517, -1.367, 2.321], [-0.544, -2.468, 1.060], [-0.905, -0.270, -0.529], [-2.520, 0.519, 1.446], [-1.134, 1.192, 2.141], [-3.207, 2.353, 0.350], [1.316, -0.672, 0.559], [1.315, 0.689, -0.313], [1.009, 0.873, 1.375], [1.812, -1.035, -1.853], [2.928, -1.977, -1.073], [2.313, -1.240, -1.055], [1.263, 3.385, 0.237], [2.398, 3.370, -0.844], [1.531, 2.965, -0.590], [0.286, -2.390, -2.846], [-1.121, -2.033, -2.914], [-0.386, -1.914, -2.298]]
}

=====

--- ii ---
{
  "formula": "C3H16NO3S",
  "method": "ωB97M-V with the def2-TZVPD basis set",
  "charge": 1,
  "orbital_gap_ev": 4.87,
  "e_homo_ev": -14.3,
  "symbols": ["C", "C", "C", "S", "N", "H", "H", "H", "H", "H", "H", "H", "H", "H", "H", "H", "H", "O", "H", "H", "O", "H", "H", "O"],
  "xyz": [[0.500, 0.442, -3.788], [0.404, 0.400, -2.265], [-1.070, 0.126, -1.757], [-1.231, 0.375, -0.064], [1.383, -0.458, -1.674], [-0.143, 1.258, -4.102], [0.040, -0.441, -4.235], [1.488, 0.513, -4.219], [0.612, 1.423, -1.947], [-1.885, 0.671, -2.245], [-1.362, -0.933, -1.925], [0.486, 2.602, 2.329], [0.422, 2.520, 3.057], [1.199, -1.385, -2.028], [1.412, -0.509, -0.647], [-0.411, -1.135, 3.983], [0.609, -1.728, 5.003], [0.462, -1.534, 4.072], [0.357, -0.902, 1.251], [1.511, -1.443, 2.111], [1.246, -1.249, 1.201], [-2.679, 0.092, 2.469], [-1.435, 0.934, 2.430], [-1.917, 0.362, 2.991]]
}

=====

Referenced to the most stable arrangement, the calculated values in hartree are i 0.0000; ii 0.1773.

=====

--- i ---
{
  "formula": "C6H10O4",
  "method": "ωB97M-V with the def2-TZVPD basis set",
  "orbital_gap_ev": 10.33,
  "e_homo_ev": -9.6,
  "symbols": ["O", "C", "C", "O", "C", "C", "O", "C", "C", "O", "H", "H", "H", "H", "H", "H", "H", "H", "H", "H"],
  "xyz": [[0.885, 2.149, 1.574], [0.536, 0.804, 1.566], [-1.008, 0.597, 1.346], [-1.174, 1.070, -0.042], [-0.207, 0.539, -0.842], [1.027, 0.256, 0.113], [1.242, -1.194, 0.241], [0.142, -1.857, -0.335], [-0.538, -0.790, -1.404], [0.258, -1.023, -2.626], [0.145, 2.576, 1.054], [1.097, 0.273, 2.285], [-1.473, -0.470, 1.351], [-1.638, 1.217, 1.981], [-0.070, 1.302, -1.651], [1.918, 0.807, -0.052], [0.277, -2.732, -0.956], [-0.681, -2.248, 0.357], [-1.629, -0.934, -1.347], [0.891, -0.342, -2.613]]
}

=====

--- ii ---
{
  "formula": "C6H10O4",
  "method": "ωB97M-V with the def2-TZVPD basis set",
  "orbital_gap_ev": 10.13,
  "e_homo_ev": -9.6,
  "symbols": ["C", "C", "C", "C", "C", "C", "H", "H", "H", "H", "H", "H", "H", "H", "H", "H", "O", "O", "O", "O"],
  "xyz": [[-1.343, -1.092, -0.589], [-0.103, -1.776, -0.806], [0.506, 0.546, -0.842], [1.351, 1.120, 0.293], [0.639, 0.661, 1.486], [-0.803, 0.372, -0.219], [-1.780, -1.314, 1.366], [-1.907, -1.035, -1.696], [0.168, -2.441, -0.105], [-0.294, -2.510, -1.562], [0.291, 1.152, -1.451], [2.414, 0.735, 0.132], [1.650, 3.063, -0.219], [1.346, -0.413, 1.897], [0.699, 1.123, 2.441], [-1.795, 1.366, -0.548], [-2.314, -1.672, 0.279], [0.901, -0.797, -1.136], [1.155, 2.521, 0.126], [-0.781, 0.390, 1.153]]
}

=====

Referenced to the most stable arrangement, the calculated values in hartree are i 0.0000; ii 0.1980.

=====

--- i ---
{
  "formula": "C2H8N4O2",
  "method": "ωB97M-V with the def2-TZVPD basis set",
  "orbital_gap_ev": 10.26,
  "e_homo_ev": -9.7,
  "symbols": ["H", "N", "C", "O", "N", "N", "N", "C", "O", "H", "H", "H", "H", "H", "H", "H"],
  "xyz": [[-3.606, -0.348, 0.874], [-2.649, -0.217, 0.590], [-1.798, -1.155, 0.488], [-1.417, -2.275, 0.596], [-0.526, -0.052, -0.209], [-0.210, -0.459, -1.535], [0.524, 0.084, 0.736], [1.441, 1.160, 0.495], [2.237, 1.063, -0.690], [-1.449, 0.658, -0.048], [0.040, -1.446, -1.499], [0.582, 0.080, -1.879], [0.956, -0.825, 0.882], [2.079, 1.246, 1.381], [0.866, 2.079, 0.376], [2.930, 0.407, -0.556]]
}

=====

--- ii ---
{
  "formula": "C2H8N4O2",
  "method": "ωB97M-V with the def2-TZVPD basis set",
  "orbital_gap_ev": 8.89,
  "e_homo_ev": -8.0,
  "symbols": ["C", "C", "H", "H", "H", "H", "H", "H", "H", "H", "N", "N", "N", "N", "O", "O"],
  "xyz": [[-2.608, 0.049, 0.287], [0.792, 0.142, -0.164], [-3.573, -0.029, -0.423], [-2.456, 0.998, 0.907], [-2.664, -0.906, 0.878], [-0.351, -1.526, -0.781], [-0.333, 1.913, -0.392], [2.518, 1.834, 0.316], [1.500, -1.927, 0.888], [3.081, -2.101, -0.251], [-0.454, -0.618, -0.246], [0.495, 1.483, 0.109], [2.065, -0.234, -0.083], [2.035, -1.628, -0.115], [-1.589, 0.162, -0.712], [1.543, 2.388, -0.220]]
}

=====

--- iii ---
{
  "formula": "C2H8N4O2",
  "method": "ωB97M-V with the def2-TZVPD basis set",
  "orbital_gap_ev": 8.69,
  "e_homo_ev": -8.3,
  "symbols": ["C", "O", "N", "C", "N", "O", "N", "N", "H", "H", "H", "H", "H", "H", "H", "H"],
  "xyz": [[-0.571, -2.107, -2.249], [-1.024, -0.983, -1.516], [-0.548, -1.030, -0.164], [-0.223, 0.254, 0.324], [-0.557, 0.335, 1.582], [0.055, 1.425, 2.343], [0.594, 0.992, -0.370], [1.766, 1.258, 0.545], [-0.934, -3.080, -2.028], [0.526, -2.149, -2.292], [-0.746, -1.926, -3.324], [-1.326, -1.422, 0.440], [0.840, 1.650, 1.824], [0.718, 0.805, -1.496], [2.589, 0.523, 0.225], [2.065, 2.299, 0.433]]
}

=====

Referenced to the most stable arrangement, the calculated values in hartree are i 0.0000; ii 0.1584; iii 0.1236.

=====

--- i ---
{
  "formula": "C2H8N4O2",
  "method": "ωB97M-V with the def2-TZVPD basis set",
  "orbital_gap_ev": 9.87,
  "e_homo_ev": -9.1,
  "symbols": ["C", "N", "C", "N", "N", "N", "O", "O", "H", "H", "H", "H", "H", "H", "H", "H"],
  "xyz": [[1.283, 0.805, 1.544], [0.154, 0.596, 0.678], [0.303, 0.233, -0.534], [1.476, 0.090, -1.221], [-0.827, -0.092, -1.302], [-1.951, -0.615, -0.701], [-1.516, -1.891, -0.205], [-2.422, 0.119, 0.378], [1.818, 1.716, 1.282], [0.902, 0.900, 2.560], [1.995, -0.030, 1.518], [2.334, 0.117, -0.711], [1.468, -0.444, -2.074], [-1.041, 0.485, -2.111], [-2.333, -2.381, -0.031], [-1.643, 0.393, 0.927]]
}

=====

--- ii ---
{
  "formula": "C2H8N4O2",
  "method": "ωB97M-V with the def2-TZVPD basis set",
  "orbital_gap_ev": 8.07,
  "e_homo_ev": -8.4,
  "symbols": ["C", "C", "H", "H", "H", "H", "H", "H", "H", "H", "N", "N", "N", "N", "O", "O"],
  "xyz": [[1.244, -0.509, -1.174], [-0.780, -0.001, 0.146], [0.524, -0.954, -1.979], [1.545, 0.512, -1.426], [2.127, -1.266, -1.297], [2.195, -0.112, 1.139], [1.019, -0.590, 2.195], [-1.872, -1.611, -0.187], [-2.995, 1.231, 0.897], [1.000, 1.294, 0.334], [0.426, -0.633, 0.205], [1.205, 0.055, 1.311], [-1.956, -0.662, 0.344], [-0.927, 1.261, -0.091], [-3.069, 0.090, -0.194], [0.316, 1.895, -0.224]]
}

=====

Referenced to the most stable arrangement, the calculated values in hartree are i 0.0000; ii 0.2115.

=====

--- i ---
{
  "formula": "C3H2N2",
  "method": "ωB97M-V with the def2-TZVPD basis set",
  "orbital_gap_ev": 12.66,
  "e_homo_ev": -12.4,
  "symbols": ["N", "C", "C", "C", "N", "H", "H"],
  "xyz": [[-0.832, 0.645, -2.077], [-0.115, 0.439, -1.210], [0.516, -0.222, -0.054], [-0.499, 0.007, 1.173], [-1.161, 0.236, 2.147], [1.455, 0.156, 0.112], [0.637, -1.261, -0.091]]
}

=====

--- ii ---
{
  "formula": "C3H2N2",
  "method": "ωB97M-V with the def2-TZVPD basis set",
  "orbital_gap_ev": 12.60,
  "e_homo_ev": -12.3,
  "symbols": ["N", "C", "C", "C", "N", "H", "H"],
  "xyz": [[1.471, -0.289, -1.848], [0.930, -0.283, -0.821], [0.015, -0.490, 0.286], [-0.775, 0.928, 0.538], [-1.243, 2.006, 0.739], [0.292, -0.653, 1.342], [-0.690, -1.220, -0.237]]
}

=====

--- iii ---
{
  "formula": "C3H2N2",
  "method": "ωB97M-V with the def2-TZVPD basis set",
  "orbital_gap_ev": [10.29, 5.04],
  "e_homo_ev": [-11.8, -9.7],
  "symbols": ["C", "C", "C", "N", "N", "H", "H"],
  "xyz": [[-0.592, -0.910, 0.017], [2.095, 0.927, -0.046], [-1.027, 0.384, -0.002], [-0.275, -2.019, 0.085], [2.100, -0.164, 0.293], [-0.208, 1.108, -0.399], [-2.094, 0.674, 0.053]]
}

=====

Referenced to the most stable arrangement, the calculated values in hartree are i 0.0000; ii 0.0059; iii 0.1697.